DFT (ωB97M-V/def2-TZVPD) results for the molecule C5H5N3 at a distorted geometry.

Results
E	-9730.50746	eV
relative energy (zero: lowest compared OMol25 entry of this formula, charge and spin)	114.9	kcal/mol
HOMO (spin up / spin down)	-8.741 / -8.740	eV
strongest force on any atom	2.79	eV Å⁻¹
Kohn-Sham gap (spin up / spin down)	7.240 / 7.239	eV
LUMO level (spin up / spin down)	-1.5 / -1.5	eV
net charge	0

CARTESIAN COORDINATES (ANGSTROEM)
C (-0.766, -1.366, -0.894)
N (0.040, -0.408, -0.140)
C (-0.298, 0.769, 0.221)
C (-1.183, 1.637, 0.629)
C (1.521, -0.751, 0.276)
C (1.901, 0.879, 0.464)
N (2.080, -1.774, 0.450)
N (2.599, 1.805, 0.513)
H (-0.145, -1.774, -1.689)
H (-1.647, -0.873, -1.300)
H (-1.062, -2.176, -0.228)
H (-1.881, 1.372, 1.414)
H (-1.160, 2.661, 0.284)